No. 1
Formula: C81H169F5O48
Source: the Open Molecules 2025 dataset
Level of theory: wB97M-V/def2-TZVPD

```
! wB97M-V def2-TZVPD RIJCOSX def2/J DEFGRID3
* xyz 0 1
C 22.36823 18.70858 15.58236
C 23.22332 19.56327 16.52149
O 22.32596 19.94101 17.56947
C 21.06421 19.51017 17.30128
O 20.06744 19.74248 17.92895
O 21.03510 18.87450 16.10623
F 23.65632 20.69318 15.92645
H 22.60376 17.64822 15.73722
H 22.46089 19.11668 14.57457
H 24.07989 19.10953 16.99144
C 19.75042 16.17459 19.23323
C 19.25283 14.75480 18.88464
O 20.36120 14.21076 18.23933
C 21.30955 15.25073 17.92770
O 22.26722 15.03986 17.28706
O 20.85114 16.40840 18.37533
F 18.25637 14.84423 18.01171
H 20.08965 16.25414 20.27439
H 18.92314 16.83919 18.94677
H 19.03618 14.02108 19.60433
C 22.81035 27.01457 28.55450
C 22.92455 25.58134 28.19645
O 21.68209 25.23972 27.56753
C 20.94917 26.36446 27.52809
O 19.90348 26.31779 26.96589
O 21.53822 27.44441 28.04884
F 22.91652 24.72739 29.33166
H 23.54284 27.68614 28.13460
H 22.88629 27.11603 29.63078
H 23.76116 25.32311 27.54125
C 14.98564 18.45612 21.83922
C 14.90272 17.40703 22.89824
O 16.22092 16.74386 22.91890
C 17.02920 17.31837 21.96855
O 18.15943 17.05133 21.83687
O 16.24866 18.13287 21.12342
F 14.05025 16.34332 22.52536
H 15.04918 19.44124 22.26055
H 14.17792 18.34389 21.11374
H 14.59247 17.73440 23.84166
C 20.11672 23.10698 27.97710
C 20.06182 23.32760 29.52772
O 19.14813 22.35383 29.94777
C 18.43463 21.84611 28.87547
O 17.52439 21.08881 28.99874
O 19.01141 22.24812 27.73449
F 19.63332 24.57506 29.87254
H 21.00590 22.54280 27.78812
H 20.09008 24.03163 27.42307
H 21.02952 23.22561 30.04968
C 23.70230 21.38273 21.75367
O 24.02026 22.73636 21.86559
C 24.56392 23.41146 20.67724
C 24.76691 24.85891 21.07916
O 26.03992 25.00296 21.66618
C 26.30371 26.37230 21.98055
C 27.77148 26.52387 22.31509
O 28.70418 26.52936 21.28491
C 29.16330 25.22208 21.01548
H 24.62220 20.79072 21.57697
H 23.01500 21.07430 20.98410
H 23.28737 21.07406 22.71857
H 23.94234 23.29170 19.78461
H 25.50551 22.94362 20.39434
H 23.95949 25.22039 21.69478
H 24.71481 25.44123 20.11526
H 25.70640 26.64685 22.82943
H 26.02780 27.09563 21.18902
H 28.06808 25.78234 23.09949
H 27.91214 27.45047 22.84645
H 28.35754 24.48391 20.84027
H 29.64539 24.86706 21.94980
H 29.78258 25.15948 20.10428
C 16.75128 17.18272 29.68547
O 16.60718 16.29455 28.57741
C 17.21644 15.04970 28.76096
C 17.39148 14.44326 27.38176
O 18.43420 15.17450 26.68245
C 17.83991 16.18418 25.88812
C 18.95216 17.01059 25.31055
O 19.78105 17.71942 26.18791
C 19.23254 18.90723 26.78157
H 17.85130 17.44113 29.83282
H 16.43493 16.67380 30.60191
H 16.25609 18.15323 29.59671
H 16.57274 14.34504 29.35766
H 18.22295 15.21531 29.11207
H 16.45111 14.59863 26.82271
H 17.70625 13.36031 27.41755
H 17.03919 16.71562 26.41451
H 17.30491 15.69267 25.09394
H 18.55378 17.70831 24.55933
H 19.63214 16.26498 24.80725
H 18.26919 18.74411 27.25205
H 19.13429 19.67892 25.98518
H 20.01092 19.22353 27.51318
C 26.13915 17.76525 23.42162
O 26.90886 17.46550 24.56212
C 26.27279 17.08314 25.73287
C 25.85063 18.25100 26.55900
O 27.00997 18.82906 27.22719
C 27.44749 18.00141 28.30188
C 28.87399 18.43830 28.57014
O 29.46576 17.41822 29.37082
C 30.86176 17.28380 29.26636
H 25.34636 16.96398 23.28247
H 26.89381 17.74283 22.60299
H 25.66521 18.72249 23.45786
H 26.95601 16.44040 26.26188
H 25.39192 16.44306 25.50777
H 24.99446 17.89036 27.19836
H 25.38424 19.07097 26.08917
H 27.54428 16.91697 28.03238
H 26.72134 17.93084 29.12057
H 28.94607 19.39878 29.03812
H 29.39399 18.54497 27.59225
H 31.36267 18.19253 29.70723
H 31.05114 17.21159 28.20315
H 31.13688 16.43271 29.85547
C 25.98854 24.08755 30.71013
O 26.72178 23.64520 29.59115
C 28.03544 23.22240 29.91618
C 28.49599 22.31065 28.75604
O 28.58916 23.03622 27.50658
C 28.53508 22.11787 26.43700
C 28.69574 22.80688 25.09252
O 29.93816 23.28062 24.77106
C 30.20974 24.57458 25.24486
H 25.10048 24.67316 30.36813
H 26.59927 24.70057 31.40546
H 25.64437 23.17406 31.21459
H 28.09316 22.70205 30.86097
H 28.71062 24.07766 29.88435
H 27.75544 21.48832 28.63161
H 29.48751 22.02847 29.07006
H 27.54821 21.68414 26.40690
H 29.19623 21.26332 26.61395
H 27.93479 23.54689 24.93649
H 28.43038 21.92782 24.41815
H 29.91878 24.61022 26.32549
H 29.71028 25.32744 24.66921
H 31.24969 24.75449 24.96787
C 24.44986 25.29823 24.79167
O 25.23313 26.10518 25.69446
C 26.10246 25.30026 26.45196
C 26.98795 26.15182 27.42036
O 26.14794 26.82899 28.27272
C 26.83015 27.60474 29.31725
C 25.88192 28.20238 30.27167
O 25.00775 27.38792 30.93422
C 24.37220 27.88052 32.13097
H 23.86556 24.56284 25.36212
H 25.11316 24.68451 24.09051
H 23.81226 26.00433 24.26259
H 26.75789 24.69950 25.77109
H 25.56143 24.51593 27.03796
H 27.71012 26.83806 26.94334
H 27.71661 25.43484 27.87281
H 27.27392 28.50952 28.91057
H 27.65806 26.98581 29.70231
H 25.39287 29.04040 29.76455
H 26.52466 28.71680 31.01019
H 23.27474 27.96030 32.05651
H 24.71230 28.90294 32.43313
H 24.61912 27.19965 32.99026
C 20.13945 23.95421 24.74722
O 19.84120 23.77744 23.36721
C 20.84526 23.24572 22.59353
C 20.52893 23.40335 21.12702
O 19.37226 22.59012 20.84627
C 18.96907 22.48479 19.46651
C 17.78855 21.46441 19.37942
O 17.37128 21.28817 18.05834
C 16.72767 20.05667 17.82077
H 19.19278 24.35224 25.22091
H 20.92686 24.64206 24.85487
H 20.45684 23.07494 25.25548
H 20.92601 22.17318 22.76637
H 21.76891 23.82427 22.84390
H 21.32417 23.11581 20.48834
H 20.34623 24.43321 20.88615
H 19.77220 22.14546 18.83948
H 18.60034 23.46280 19.06396
H 17.02503 21.88590 20.01761
H 18.11211 20.49148 19.76805
H 16.70221 19.89197 16.75056
H 15.79432 20.02532 18.27495
H 17.38482 19.27861 18.16709
C 19.94650 15.38290 34.67276
O 20.21347 16.11109 33.50762
C 20.73010 15.28139 32.44173
C 21.06898 16.14113 31.19078
O 21.20272 15.34486 30.04648
C 21.24644 15.93055 28.76450
C 22.40618 16.80168 28.45032
O 23.59829 15.98456 28.28636
C 24.31406 15.99222 29.47529
H 19.79559 16.10086 35.50170
H 20.70202 14.62072 34.86257
H 19.04883 14.79631 34.55174
H 19.92786 14.57876 32.14857
H 21.62070 14.72718 32.72461
H 22.03999 16.70454 31.29496
H 20.21670 16.83159 31.13059
H 20.37068 16.55888 28.67963
H 21.05715 15.17530 28.00018
H 22.51472 17.54740 29.24762
H 22.28578 17.28915 27.50880
H 23.77367 15.43319 30.24963
H 24.63688 16.96251 29.82939
H 25.28128 15.52398 29.27586
C 18.88396 11.00147 23.38780
O 19.51129 12.23143 23.42981
C 18.81073 13.36258 22.87506
C 19.91647 14.44429 22.71023
O 20.80478 14.13832 21.66564
C 22.03807 13.56745 21.96302
C 23.01438 14.55136 22.62584
O 23.00215 14.55954 24.04113
C 23.96828 13.58143 24.49644
H 18.29887 10.89699 24.27754
H 19.58760 10.21430 23.33632
H 18.13116 10.92697 22.55445
H 18.11709 13.57171 23.67284
H 18.31335 13.10114 21.90854
H 20.36362 14.58142 23.68227
H 19.53845 15.40665 22.46021
H 22.60557 13.39730 20.99141
H 21.98319 12.65232 22.55177
H 22.63719 15.59296 22.39916
H 23.99422 14.30013 22.20903
H 24.92762 14.08286 24.67581
H 24.01805 12.64586 23.85789
H 23.53634 13.25676 25.47675
C 25.64419 19.63544 13.84991
O 25.29868 18.44705 14.41156
C 26.38943 17.48837 14.78000
C 25.65117 16.36448 15.46525
O 25.32943 16.72366 16.80733
C 25.40292 15.78883 17.86325
C 24.44677 16.22137 18.94037
O 25.02509 17.35565 19.55506
C 24.20410 17.92835 20.64730
H 26.23944 20.27592 14.48321
H 24.76307 20.13334 13.56681
H 26.22115 19.52028 12.85614
H 27.20088 17.96480 15.34404
H 26.75585 17.09972 13.80890
H 26.28641 15.48321 15.42987
H 24.69056 16.24656 14.92699
H 26.45595 15.69249 18.22080
H 25.06977 14.78356 17.42250
H 24.33335 15.39690 19.65807
H 23.44071 16.42275 18.54870
H 23.27327 18.27130 20.25718
H 24.81933 18.74059 20.97324
H 24.04339 17.19687 21.42411
C 24.08571 21.92598 28.09453
O 23.30273 22.41000 26.92323
C 23.48379 21.57646 25.82925
C 22.72782 20.24312 25.86409
O 23.15045 19.53464 24.70614
C 22.45559 18.39990 24.37200
C 21.14727 18.65938 23.55735
O 21.66153 18.89817 22.25354
C 20.73013 19.41204 21.25972
H 23.73218 22.43512 28.99290
H 25.08961 22.25854 27.90222
H 24.04381 20.87867 28.36387
H 24.52185 21.45651 25.65881
H 23.02329 22.10220 24.95878
H 21.62905 20.49148 25.76801
H 22.82131 19.63462 26.78084
H 22.25105 17.70027 25.17536
H 23.07000 17.81759 23.67134
H 20.48932 19.48109 23.95286
H 20.44582 17.77511 23.56103
H 20.48395 20.44937 21.40135
H 19.86983 18.77467 21.25011
H 21.26781 19.36317 20.28719
C 17.51786 20.86059 23.12580
O 16.74394 20.14170 24.09874
C 16.22890 20.92601 25.16416
C 15.56865 19.97505 26.07143
O 14.40194 19.36665 25.41349
C 13.22310 20.14228 25.33530
C 12.13616 19.29466 24.76672
O 12.45177 19.09701 23.41288
C 11.30630 18.70484 22.70353
H 17.73484 20.20176 22.23660
H 18.44427 21.22387 23.50541
H 16.86407 21.71696 22.88933
H 15.53083 21.71516 24.82340
H 17.09201 21.37539 25.80689
H 15.24803 20.42968 27.04485
H 16.23394 19.14651 26.22852
H 13.43492 21.02999 24.72585
H 12.94402 20.50446 26.35190
H 11.18722 19.85044 24.75157
H 11.96341 18.36294 25.28386
H 11.46773 18.80827 21.61660
H 10.46595 19.43236 22.92697
H 10.93270 17.67867 22.95679
*
```

Summary:
- LUMO energy: 0.34 eV
- HOMO energy: -9.08 eV
- HOMO-LUMO gap: 9.418 eV
- Strongest force on any atom: 3.9 eV Å⁻¹

***

No. 2
Formula: C6H8ClN2O
Source: the Open Molecules 2025 dataset
Level of theory: wB97M-V/def2-TZVPD

```
! wB97M-V def2-TZVPD RIJCOSX def2/J DEFGRID3
* xyz 1 1
C -3.58506 -0.59127 0.65204
O -2.49201 0.35268 0.34416
N -1.58043 -0.14813 -0.48512
C -0.69336 0.21670 -1.17740
C 0.45788 0.13610 -1.88048
C 1.56142 0.04070 -1.12078
C 1.68637 0.30484 0.30897
C 2.80448 -0.34933 1.02481
N 1.14476 1.33627 0.85434
Cl -0.06330 2.23162 0.20193
H -3.22325 -1.63169 0.53608
H -4.36850 -0.24382 0.00250
H -3.65987 -0.31795 1.70919
H 0.67244 0.30716 -2.95174
H 2.42670 -0.11682 -1.72628
H 2.58390 -1.46130 0.96670
H 3.68683 -0.01038 0.56347
H 2.64099 -0.05538 2.17760
*
```

Summary:
- Relative energy (zero: lowest compared OMol25 entry of this formula, charge and spin): 150.2 kcal per mole
- LUMO energy: -5.91 eV
- HOMO energy: -14.10 eV
- HOMO-LUMO gap: 8.184 eV
- Strongest force on any atom: 4.7 eV Å⁻¹
- SMILES string: CO[N+]#C/C=C\C(C)=N/Cl